Entry 1:
119
Properties=species:S:1:pos:R:3:forces:R:3:mulliken_charge:R:1 method="wB97M-V/def2-TZVPD" homo_lumo_gap_ha=0.2168 total_energy_ev=-116498.0896 homo_energy_ha=-0.244 de_lowest_kcal_mol=62.54
F -0.89046 -4.09368 -0.77509 0.0 -0.1 -0.1 -0.37
H 3.72302 -0.71940 2.96062 0.0 0.0 0.0 0.17
H -0.95948 0.26157 -6.73386 0.0 0.0 0.0 0.48
C 0.47900 4.74130 -2.34814 0.0 -0.1 0.0 -0.94
C 6.29269 -2.85172 1.04537 0.1 0.0 0.0 -0.78
H 0.97351 -2.03026 -3.41605 0.0 0.0 0.0 0.02
H -2.66089 2.27676 3.45719 0.1 0.0 0.0 0.20
C -0.51330 4.00215 -3.25572 0.1 0.0 0.1 -1.05
H -0.12943 1.32932 -4.86490 0.0 0.0 0.1 0.19
H -5.55541 -0.52064 -3.54009 0.0 0.0 0.0 0.56
N 0.42118 -0.46571 -0.91835 -0.8 0.5 0.6 0.69
H 0.20331 2.96948 4.81529 0.0 0.0 0.0 0.40
H 2.27652 -1.64995 -5.38976 0.0 0.0 0.0 0.48
H -0.10612 -2.39870 -5.63780 0.0 0.0 0.0 0.35
C 5.15078 -2.39374 0.39810 0.0 0.1 -0.1 -0.04
H 1.63629 -1.49098 2.97844 0.0 0.0 0.0 0.30
H 0.46643 -1.55918 -7.07460 0.0 -0.1 0.0 0.43
C -3.80507 -1.08979 3.58796 0.4 0.0 0.4 0.09
C 1.30461 -2.32304 2.37146 0.3 -0.1 -0.3 1.20
C 4.33732 2.51032 0.80799 0.0 0.1 0.1 -1.34
F 1.81461 -5.71216 -0.11446 0.1 0.1 -0.1 -0.32
H -0.66377 0.91109 3.89733 0.0 0.0 -0.1 0.26
Zr -0.55538 -0.39412 0.84668 0.5 0.6 -0.5 -0.56
C -0.14596 -4.03274 0.33909 0.1 -0.1 0.1 -0.47
H 5.24249 2.95643 0.41662 0.0 0.0 0.0 0.40
C 2.30327 -4.47814 0.11251 0.1 -0.2 -0.1 0.72
C -4.33483 0.85827 -2.40572 0.0 -0.2 0.1 -0.99
H -1.82883 3.42188 -1.68109 0.0 0.0 0.0 0.40
H 1.50855 2.25514 -2.90480 -0.1 -0.1 0.0 0.22
C 1.49472 -2.22686 1.03214 -0.1 0.0 -0.5 0.67
H -3.97728 -2.47103 -3.27640 0.0 0.0 0.0 0.41
H -1.54850 -5.10936 1.40990 0.0 0.0 0.0 0.48
C 1.76386 3.16197 3.37990 -0.1 0.0 0.1 -1.01
H -3.20733 -1.08653 -4.06555 0.0 0.0 0.0 -0.21
C -0.60019 -4.58844 1.45745 -0.1 0.1 -0.1 -0.31
C 4.41887 -1.34962 2.41883 0.0 0.0 0.0 -0.21
H 1.88713 -0.55230 -3.14250 0.0 0.0 0.0 -0.15
C -3.26055 0.79708 -1.32040 -0.2 0.3 -0.4 0.36
H -0.40755 3.96948 1.70068 0.0 -0.1 0.0 0.10
F -6.00799 -1.16020 4.44104 -0.1 0.0 0.1 -0.34
C 5.54816 -1.81255 3.07160 0.0 0.0 0.1 -1.00
F 3.20221 -4.23790 -0.86648 -0.1 0.0 0.1 -0.27
H -1.72875 0.83857 -4.30500 0.0 0.0 -0.1 -0.11
H -1.29216 4.12877 0.19324 0.0 -0.1 0.0 -0.12
P -0.50325 0.24576 -1.94758 -0.9 0.8 -1.5 -1.94
C -2.57503 -1.42091 -2.03236 -0.3 -0.1 -0.3 -0.69
C 0.75094 0.71678 2.29320 0.6 0.5 0.7 0.33
H -3.68779 1.55421 2.21956 0.0 -0.1 0.1 0.07
H -1.99575 2.44488 -3.12920 0.0 0.0 0.1 -0.32
H 5.00877 -2.61487 -0.65285 0.0 0.0 0.0 0.34
C 1.06467 2.33450 -1.90055 0.1 0.1 0.1 -0.25
N -0.19801 -0.29131 -3.50368 0.4 -0.1 0.5 1.30
N -2.14552 -0.03659 -1.76341 0.5 -0.2 0.5 1.04
H 1.20466 -3.47224 4.15624 -0.1 0.0 0.0 0.57
C 2.44855 2.54478 2.30742 -0.1 -0.1 -0.1 1.49
H -5.16469 1.47774 -2.05846 0.0 0.0 0.0 0.45
C -4.28519 -1.02405 5.99147 0.0 0.0 0.0 0.21
H 3.94092 4.09082 2.18549 0.0 0.0 0.0 0.40
P 2.67446 -1.06583 0.11082 0.9 -0.5 0.8 -0.09
C 1.19238 -3.40744 0.08991 0.1 0.1 0.5 1.18
C -2.93629 -0.95924 6.31199 -0.1 0.0 -0.2 0.45
C 0.69998 2.53287 3.95604 0.0 0.2 0.0 -1.45
C -2.45776 -1.03398 3.97532 -0.4 0.0 0.2 -0.29
O -1.44282 1.60760 0.93461 -0.5 0.1 0.2 -0.58
H -1.70666 -2.00843 -2.32557 0.0 -0.1 0.1 0.28
H -3.92060 1.32214 -3.30823 0.0 0.0 0.0 0.25
C -1.40833 3.94019 1.26068 0.1 0.0 -0.1 -0.58
H 2.26598 4.01578 -1.32721 0.0 0.0 0.1 0.63
H 5.70588 -1.56896 4.11538 0.0 0.0 0.0 0.45
H -3.70203 0.35263 -0.42490 0.0 0.0 0.2 0.05
F -1.46138 -1.03356 3.03543 -0.1 0.0 0.2 0.14
S -4.30717 -1.13381 1.95780 -0.2 0.3 -0.5 -0.47
H -0.20875 -5.22980 3.46977 0.0 0.0 0.1 0.47
H 1.20094 5.27034 -2.97220 0.0 0.1 0.0 0.40
H 0.01217 3.54643 -4.09753 0.0 0.0 0.0 0.25
C 1.08218 -0.98926 -3.74033 0.1 -0.1 0.0 0.21
C -1.26267 2.92495 -2.48030 -0.1 0.0 -0.1 -0.15
H 1.74216 0.02131 -5.53971 0.1 0.0 0.0 0.37
F -2.53747 -0.87766 7.58414 0.0 0.0 0.2 -0.32
H 1.17758 -3.01304 -0.92684 0.0 0.0 0.0 -0.46
C 0.04893 -4.47353 2.73846 0.1 0.2 -0.1 -0.89
C 2.78557 0.63483 0.83065 -0.1 0.2 -0.2 0.85
H 0.79515 3.80708 -0.39337 0.1 0.0 0.0 -0.48
H -0.05404 5.49584 -1.76396 0.0 0.0 0.0 0.28
N -0.35642 1.93346 -1.89335 0.4 -0.5 -0.1 1.18
H -2.02241 4.71163 1.71436 0.0 0.0 0.0 0.52
C -0.75495 0.45975 -4.61941 -0.1 -0.1 -0.1 -0.12
H 7.37093 -2.93817 2.89698 0.0 0.0 0.0 0.41
C -4.69875 -1.09550 4.67856 0.3 0.0 -0.2 0.22
F -0.70595 -0.91288 5.54432 0.1 -0.1 0.1 -0.37
C 3.61573 3.13880 1.78175 0.1 0.0 -0.1 -0.77
C 3.92435 1.25065 0.35515 -0.2 -0.1 -0.1 -0.05
F -5.18529 -1.01659 6.97818 -0.1 0.0 0.1 -0.31
C -4.82083 -0.55407 -2.73308 0.1 0.1 -0.1 -0.96
H -2.91133 1.79407 -1.07228 0.0 -0.1 0.0 -0.27
H -1.23815 4.70459 -3.67022 0.0 0.0 0.0 0.53
C -1.96241 2.57278 1.50058 0.2 0.3 0.0 0.88
H -3.69026 3.33969 2.48778 0.0 0.0 0.0 0.57
C 0.21556 -1.42728 -6.02166 0.0 0.1 0.0 -0.75
C -3.63960 -1.44368 -3.12638 0.0 0.1 0.1 -0.24
H 7.03217 -3.42266 0.49772 0.0 0.0 0.0 0.42
H 2.11814 4.11837 3.74736 0.0 0.0 0.0 0.41
C 0.85280 -3.46512 3.13069 -0.1 -0.1 0.2 -1.49
H 1.60490 1.65228 -1.25164 0.1 0.0 0.0 -0.48
H -2.99473 -1.85620 -1.12209 0.1 0.0 0.1 0.35
C 6.48777 -2.57444 2.38755 0.0 0.0 -0.1 -0.60
H -5.31009 -0.97237 -1.84819 0.0 0.0 0.0 0.29
C -3.08234 2.43749 2.45799 -0.3 -0.5 -0.1 -1.12
H -1.88443 -0.93215 -5.83553 0.0 0.0 0.0 0.18
C -2.01880 -0.97409 5.28227 0.0 0.0 0.0 -0.14
C 0.20353 1.33503 3.40256 0.0 -0.2 0.0 0.58
C -0.92859 -0.40800 -5.87170 0.1 0.0 0.1 -0.81
C 1.43426 -0.97840 -5.22132 -0.2 -0.1 0.0 -1.03
C 1.20821 3.76250 -1.40267 -0.1 0.0 -0.1 0.06
C 4.18676 -1.65730 1.07688 0.0 0.1 -0.1 0.69
H 4.53976 0.72637 -0.36956 0.0 0.0 0.0 0.48
F 2.98073 -4.53329 1.26815 -0.1 0.0 -0.2 -0.29
C 1.96778 1.29845 1.79314 0.2 0.0 0.1 0.14
F -1.64810 -1.89153 0.73826 -0.6 -1.4 -0.3 -0.60

=====

Entry 2:
118
Properties=species:S:1:pos:R:3:forces:R:3:mulliken_charge:R:1 method="wB97M-V/def2-TZVPD" homo_lumo_gap_ha=0.2579 total_energy_ev=-115372.2940 homo_energy_ha=-0.205 total_charge=-1
N -0.58800 -4.32954 0.83149 -0.5 0.7 -0.2 -0.35
H -0.02064 -3.48506 0.75905 0.3 -0.2 -0.1 0.10
H -4.55958 4.91974 1.90605 0.1 0.3 -0.1 0.22
H -0.12169 -1.38316 4.41480 -0.1 -0.1 0.1 0.12
C -4.11969 3.32119 0.66953 -0.1 -0.2 0.1 0.36
O 5.75983 2.07666 -0.98660 0.1 0.4 0.0 -0.34
H -3.65889 5.05684 6.07706 0.1 0.2 -0.4 0.27
H -0.46848 1.51873 1.59608 -0.1 0.0 -0.1 0.06
H -1.49618 3.20319 -2.83094 0.2 0.4 -0.1 0.21
H -5.38602 -0.96068 -2.34347 -0.1 -0.1 0.2 0.29
H 5.59363 3.23702 0.76187 0.2 0.0 -0.2 0.28
O -2.74174 4.01680 4.52232 0.3 0.2 0.2 -0.32
H 4.15612 3.13147 -0.29545 0.0 0.0 0.0 0.35
S 5.17960 -4.48497 2.97491 -0.8 0.6 -0.7 1.23
O -5.81545 -2.27412 -0.16421 -0.2 0.2 0.3 -0.70
C -0.29100 -2.46835 4.39163 0.4 0.8 -0.3 -0.85
O -4.16817 3.32218 -4.43910 0.2 0.3 -0.6 -0.63
C 2.20993 -3.72830 -2.14086 -0.3 0.4 0.4 0.31
H 1.88399 4.43576 -3.58829 -0.3 -0.1 0.2 0.23
C -3.46056 5.08607 -2.99697 -0.1 -0.5 0.2 -0.94
O 6.55201 -4.62004 3.27261 1.1 -0.1 0.1 -0.62
H -3.64057 -2.28411 0.95633 0.4 0.0 0.0 0.17
C -1.64201 -4.25889 -0.07564 0.3 0.2 0.4 0.10
C -1.26368 -3.71918 -1.43709 -0.2 -0.1 0.6 0.23
N -2.03230 3.21546 -3.68345 -0.1 0.1 -0.4 -0.14
O 6.87633 -0.01629 -1.47002 0.3 -0.9 -1.0 -0.54
N -3.82282 4.41050 1.45655 0.1 -0.8 -0.7 -0.33
C -3.26250 3.81258 -3.79604 -0.1 -0.6 0.9 0.57
C 1.66177 2.45020 -2.97289 0.0 0.0 0.2 0.07
N 1.43450 -3.08929 2.82547 0.5 -0.1 -0.1 0.13
H -4.48041 5.05075 -2.61968 -0.1 0.2 -0.1 0.26
C 2.02468 -2.49466 -3.01314 -0.4 -0.6 -0.1 0.10
H 1.98674 -2.54526 -0.45115 -0.5 -0.2 0.3 -0.31
H 2.34060 -3.47898 2.61634 0.0 -0.2 0.1 -0.11
H 3.54243 -1.84543 4.14225 -0.1 0.1 -0.2 0.20
H -0.60778 -4.44231 -1.92269 -0.1 0.1 -0.2 0.41
H 1.45782 0.52483 0.10502 -0.3 0.6 0.0 -1.55
O 0.48679 2.46186 -2.66220 -0.2 0.2 -0.1 -0.47
C 2.44967 1.16394 -2.96636 -0.4 0.3 -0.1 0.22
O 1.08565 -1.32768 0.69330 -0.4 -0.4 0.0 0.23
H 1.08108 -2.65088 -3.54842 0.0 0.0 0.0 0.06
C 4.55552 1.32373 0.86406 -0.1 -0.2 0.6 0.35
H -0.95086 -4.41161 1.77382 0.1 -0.3 0.0 0.30
N 2.34055 3.57742 -3.33238 0.5 -0.1 -0.1 -0.42
H 2.04476 0.55527 -3.77658 0.2 -0.1 0.0 0.22
C 4.70114 -2.10022 2.27520 0.5 -0.5 -0.7 0.71
H -0.45937 0.87731 -5.66218 -0.1 0.0 -0.2 0.47
H 3.31107 3.49438 -3.58032 0.0 0.0 -0.1 0.20
H -0.52415 -0.09762 2.35584 -0.1 0.0 -0.2 0.10
S 6.65862 0.88716 -0.42946 -1.1 0.5 0.8 1.04
H -4.02622 -0.09155 -1.80386 0.0 0.2 0.4 -0.10
H -1.41167 -0.34760 -0.17776 -0.1 -0.5 -0.5 -1.23
O 7.72162 1.41973 0.33353 0.6 0.3 0.4 -0.59
C 4.49438 -2.21320 3.77381 0.4 -1.1 1.6 -0.36
C -0.49987 0.03507 -0.62378 0.5 1.4 0.8 2.10
H -0.66347 1.11033 -0.78091 -0.2 -0.1 0.0 0.06
H -2.84148 4.57469 1.57565 -0.1 0.4 0.7 0.22
C -2.00835 -2.10841 -6.04859 0.3 0.0 0.1 -0.65
C 0.58096 -0.06120 0.47504 0.9 -0.7 -0.5 1.69
H 5.58854 -1.55794 1.97125 -0.2 0.5 0.3 0.24
C -3.53240 4.04392 5.70502 -0.3 -0.7 0.3 -0.27
C 1.06592 -3.09301 4.12706 -0.6 0.1 -0.1 0.72
H -3.01663 -0.88480 0.04304 0.3 -0.3 0.2 -0.53
H -3.37726 2.35536 7.10968 0.1 -0.1 -0.1 0.27
H -0.85420 -0.86434 -7.40778 -0.1 -0.2 -0.1 0.39
H -2.49311 3.80421 7.61924 0.0 0.0 0.0 0.26
H 5.29973 -1.89191 4.43442 0.1 0.8 -0.5 0.34
H 2.80848 -2.49426 -3.76750 0.1 0.4 0.1 0.45
H 3.58826 0.91878 0.57450 0.0 0.1 -0.3 -0.30
H -0.71038 -2.78843 -1.29582 0.0 0.0 -0.1 -0.37
H 3.51294 1.32815 -3.10824 0.1 -0.2 0.1 0.49
H -0.66712 -2.75981 5.36476 -0.1 -0.2 -0.1 0.39
H -2.15040 2.61529 1.13774 0.0 -0.7 0.2 -0.33
H -0.20264 -0.31848 -1.60760 -0.2 -0.7 0.2 -0.12
H -1.31111 0.57025 -3.44676 -0.2 -0.2 0.3 0.16
H -2.79166 5.13500 -2.13687 0.2 0.1 -0.1 0.26
H -5.68919 0.39083 -1.30489 0.1 0.1 0.5 0.26
C -1.04165 -0.01488 -5.46233 -0.1 0.0 0.3 -0.72
N -3.75039 -1.49816 0.33669 -1.1 0.2 -0.2 -0.23
C -2.77889 3.19644 6.76386 -0.4 0.3 0.2 -0.33
H 1.90149 -1.58552 -2.43213 0.4 0.1 -0.1 -0.46
C -1.53592 -0.20371 -4.17336 1.0 0.0 -0.5 0.29
H 0.94758 0.86583 2.37502 -0.1 -0.1 0.1 0.47
H -1.89638 2.39507 -4.25241 -0.2 -0.1 0.1 0.20
S -1.63679 2.85592 4.57849 -1.3 0.0 0.3 1.25
H 3.80146 -1.74165 1.77299 0.1 0.0 -0.1 -0.66
C -1.26252 -0.99833 -6.41341 0.0 0.3 0.1 -0.56
O -2.77124 -4.58060 0.23387 -0.1 -0.2 -0.1 -0.64
O 4.96056 -3.43758 1.78446 -0.2 -0.2 0.4 -0.29
O 5.54750 0.31611 0.56617 0.3 0.2 -0.3 -0.12
H -3.30835 5.94284 -3.64949 0.0 0.1 0.1 0.31
C -4.92758 -1.46430 -0.35216 0.3 -0.3 -0.3 0.51
H -2.50030 2.84924 -0.54405 0.0 -0.2 0.0 0.00
N 2.11119 -3.49643 -0.81121 0.3 0.1 -0.5 0.18
O 2.36366 -4.83030 -2.63489 0.0 -0.3 -0.2 -0.74
H 2.21570 0.63999 -2.04071 0.2 0.0 0.1 -0.58
H -0.99021 -2.62208 3.57082 -0.1 -0.2 0.1 0.13
C 0.07969 0.59214 1.76270 0.6 0.2 0.2 -1.60
H 4.53272 1.46764 1.94442 0.1 0.1 0.0 0.29
N -2.11404 -1.32837 -3.78506 -0.7 0.3 0.3 0.14
H -2.19404 -3.52289 -1.95921 0.1 -0.1 -0.3 0.16
O -1.57440 2.75849 6.15795 0.5 0.1 0.0 -0.38
O 4.39562 -5.61628 2.67088 -0.2 -0.7 0.0 -0.57
C -2.91430 2.43974 0.38974 -0.2 1.4 -0.9 0.62
H -2.94697 -3.10486 -4.38739 0.1 0.0 0.0 0.37
C -5.00427 -0.43935 -1.45847 0.1 -0.2 -1.1 -0.48
O 1.73994 -3.54524 5.03944 0.1 0.0 0.0 -0.66
H -4.49861 3.60085 5.46509 0.0 0.1 0.1 0.29
C -2.38634 -2.23509 -4.71480 -0.1 -0.1 -0.3 -0.20
O -0.45240 3.40417 4.06950 1.1 0.2 -0.3 -0.59
H 1.08157 -2.45637 2.08382 -0.1 0.4 0.3 -0.14
H 1.96521 -4.29456 -0.21391 0.2 0.0 0.1 0.19
H -3.20979 1.42345 0.17336 0.1 -0.2 0.4 -0.08
O -2.18613 1.65153 4.08186 -0.1 -0.2 -0.3 -0.45
H -2.22687 -2.88545 -6.76839 -0.1 0.0 0.1 0.39
O 4.48533 -3.64320 4.09209 -0.6 0.3 -0.2 -0.26
O -5.22788 3.09645 0.23092 0.0 0.0 0.2 -0.64
C 5.00104 2.58825 0.11887 -0.6 -0.3 0.0 -0.41

=====

Entry 3:
47
Properties=species:S:1:pos:R:3:forces:R:3:mulliken_charge:R:1 method="wB97M-V/def2-TZVPD" homo_lumo_gap_ha=0.2590 total_energy_ev=-53740.6889 homo_energy_ha=-0.114 total_charge=-2 de_lowest_kcal_mol=45.25
H 1.58194 -3.08838 -0.53402 -0.2 0.0 0.0 0.18
S -3.81645 3.78396 -1.72333 0.0 0.7 0.4 -0.52
H 1.56609 -2.42407 -2.76099 0.0 0.2 0.1 0.28
H -4.41678 1.11016 -1.24756 0.1 0.2 0.0 0.18
O -7.73661 2.54143 2.17823 -0.1 0.1 0.1 -0.72
H 0.35062 -2.92657 2.39381 0.1 0.0 0.1 0.30
C -2.29018 2.98590 1.90773 1.2 -0.7 1.0 -0.66
N 0.28660 -1.59500 -1.28459 0.0 -0.9 -0.5 0.81
H -0.10924 -3.20670 0.01583 0.2 0.1 -0.1 0.57
O -1.10624 0.41855 -2.51036 -0.4 -0.2 -1.4 -1.00
C 1.05880 -1.73239 1.04963 -0.1 0.0 -0.3 -0.66
F -6.38371 4.50750 3.74256 0.1 -0.2 -0.2 -0.35
C -4.34589 1.92442 1.24038 0.0 0.2 0.0 0.13
C 1.29600 -1.44533 -2.32009 0.6 0.0 -0.2 -0.75
O -2.58258 2.45550 4.23104 -0.7 0.1 1.1 -0.70
H -2.29865 1.44172 -3.78905 0.0 0.2 -0.1 0.33
C 2.60831 -0.73677 -1.82673 0.1 -0.9 -0.6 0.47
H 0.28011 -0.98254 1.25010 0.2 -0.3 0.2 0.18
H -1.93348 4.01657 1.86905 -0.1 0.0 -0.1 0.39
N -4.14630 1.21157 -2.21481 0.4 -0.4 -0.2 -0.46
H -0.95010 -2.72133 -2.60206 -0.1 0.0 0.1 0.26
O -2.73113 -0.93649 -3.16157 -0.2 -0.4 -0.2 -0.89
O -0.68780 1.77975 3.23047 1.1 -0.5 0.0 -0.75
H -1.89796 2.41617 1.06877 -0.2 0.2 0.1 -0.26
H -1.71604 -2.19243 -1.08744 0.1 0.0 0.0 0.30
C 0.70182 -2.50063 -0.23126 0.2 -0.2 0.5 -0.69
H 0.88568 -0.81941 -3.11529 0.0 0.0 0.0 0.34
H -2.24189 3.14722 -3.85102 -0.1 -0.1 0.2 0.25
O 2.45672 0.31809 -1.17482 1.6 -0.1 -0.2 -0.82
H 2.00884 -1.21560 0.91537 -0.1 0.1 0.0 0.21
H -6.18058 1.20318 0.79647 0.1 0.2 0.2 0.24
N -5.71687 1.92096 1.34318 -0.3 -0.1 0.1 0.04
C -3.54102 2.35843 -2.54246 -0.6 0.1 -0.4 0.47
C -1.78619 2.31740 3.30684 -0.3 0.6 -1.8 0.85
O 1.22518 -2.59773 2.15717 -0.1 -0.3 0.2 -0.54
H -3.81677 4.48158 3.28868 0.0 0.0 0.0 0.39
C -6.52902 2.70784 2.15699 0.1 -0.1 -0.2 0.30
C -4.39514 3.75542 2.73994 -1.2 0.0 0.2 0.08
C -1.00149 -1.89902 -1.86429 -0.3 0.1 -0.2 -0.86
O -3.76942 1.06305 0.60649 0.2 -0.3 -0.1 -0.68
C -5.74247 3.66122 2.89096 0.6 0.5 0.2 0.18
O 3.66838 -1.27642 -2.16105 0.3 -0.2 -0.1 -0.80
N -3.71610 2.96136 1.88406 -0.6 -0.1 -0.4 0.40
C -1.65347 -0.69609 -2.57700 -0.3 -0.7 -0.3 0.74
H -3.73459 0.36285 -2.63631 -0.2 0.1 0.0 0.34
Cs 0.23009 1.01506 -0.51245 -1.2 3.2 2.7 1.41
N -2.80003 2.32443 -3.67992 0.2 -0.3 -0.2 -0.53